one:
This record from the OMol25 dataset describes 8 unconnected molecules or ions with the total composition H16O8. The level of theory is ωB97M-V with the def2-TZVPD basis set.

Results
LUMO (spin up / spin down)   -3.5783 / -10.6839 eV
Orbital gap (spin up / spin down)   9.7221 / 2.6114 eV
HOMO level (spin up / spin down)   -13.300 / -13.295 eV
Charge   +1
<S²>   0.75
Multiplicity   2

The geometry in XYZ format:
```
24
H16O8 | the OMol25 dataset | ωB97M-V with the def2-TZVPD basis set
O -13.4954 19.7060 -4.2976
H -13.4514 19.5648 -5.2433
H -13.8977 20.5693 -4.2023
O -10.8003 19.4674 -3.6270
H -10.7470 20.1153 -2.9244
H -11.7224 19.2112 -3.6477
O -15.6355 16.0051 -1.8075
H -15.8056 15.3220 -2.4562
H -14.7696 15.7942 -1.4583
O -15.9030 19.2821 0.2840
H -15.6079 19.3911 -0.6201
H -16.3182 18.4197 0.2986
O -17.4824 17.1469 -0.1419
H -18.3956 16.8656 -0.1990
H -17.0680 16.7763 -0.9211
O -14.4163 18.5757 -1.7115
H -13.9754 18.9353 -2.4813
H -14.9590 17.8662 -2.0554
O -11.9308 21.4598 -1.1269
H -12.5189 21.8064 -1.7979
H -12.3169 20.6194 -0.8802
O -12.2729 19.3367 0.5590
H -12.9243 18.7842 0.1269
H -12.3075 19.0739 1.4788
```


two:
This record from the OMol25 dataset describes 8 unconnected molecules or ions with the total composition H16O8. The level of theory is ωB97M-V with the def2-TZVPD basis set.

Results
LUMO (spin up / spin down)   -3.5563 / -11.0677 eV
Orbital gap (spin up / spin down)   11.1550 / 2.3702 eV
HOMO level (spin up / spin down)   -14.711 / -13.438 eV
Charge   +1
<S²>   0.76
Multiplicity   2

The geometry in XYZ format:
```
24
H16O8 | the OMol25 dataset | ωB97M-V with the def2-TZVPD basis set
O -1.4599 -0.4151 -2.2541
H -1.6465 -0.6022 -3.1741
H -1.0613 -1.2194 -1.9216
O -0.1413 0.6323 0.5119
H -0.4700 -0.1249 0.0271
H 0.7129 0.8153 0.1207
O 2.4101 1.6533 -0.2396
H 2.4887 0.7063 -0.1241
H 2.9458 1.8465 -1.0090
O 0.3159 -2.3550 -0.7633
H 0.7996 -2.9349 -1.3515
H 0.9793 -1.7605 -0.4131
O -1.6931 -2.9854 1.2956
H -2.3148 -3.4407 0.7277
H -0.9179 -2.8575 0.7488
O 1.3904 0.5599 2.7443
H 0.9794 0.2670 3.5577
H 0.6647 0.6453 2.1260
O -3.5072 0.1242 -0.3000
H -4.3164 -0.3823 -0.3689
H -2.9195 -0.2736 -0.9424
O 2.1831 4.1782 0.6899
H 2.1049 3.2692 0.4002
H 2.4730 4.6540 -0.0884
```


Energetically preferred structure: one | next structure: +20.7 kcal/mol